No. 1
Computed, not measured: a structure of composition C26H43N4O4ReSSeSi3 at a distorted geometry, with ωB97M-V with the def2-TZVPD basis set.

As for the energy relative to the best compared isomer or geometry (same formula, charge and spin): 182.7 kJ/mol. Its expectation value of S² is 0.7738. Its multiplicity is 2. Its net charge is +1. The calculation puts the total energy at -5282.75197 hartree.

Each line ends with the Mulliken charge.
Positions of all 83 atoms, in Å:
H -0.614 5.229 2.229  0.256
H 0.762 5.884 3.163  0.369
H -1.041 -3.589 -0.153  0.281
O 1.762 0.391 -0.081  0.139
C -0.987 -1.978 -3.849  -1.190
H -6.063 1.380 2.307  0.472
H 3.301 1.461 0.758  0.176
C -2.916 1.389 -2.865  -1.473
H -4.808 -0.581 3.205  0.544
H 1.928 -2.577 -1.918  0.242
H -1.177 -4.309 -1.740  0.608
Se 2.005 1.962 4.354  0.016
H -3.169 0.755 -3.708  0.416
H 2.790 0.011 1.649  0.222
H 0.360 -3.691 -1.198  0.180
H 0.623 -3.619 4.160  0.435
H 2.645 -1.728 -3.269  0.446
H -3.513 -2.745 -1.542  0.484
H -3.232 2.398 -3.118  0.418
C -4.454 1.939 0.982  -1.264
H -2.619 -1.993 3.191  0.497
H -3.285 -1.334 -0.538  0.119
H 2.582 -2.667 0.266  0.070
C -0.242 1.568 -4.300  -1.541
N 0.135 0.983 2.372  -0.279
H -2.669 2.235 -0.153  0.751
H 0.256 4.191 3.391  0.256
O 1.097 -1.935 0.658  0.228
H 2.235 -5.142 5.267  0.429
C -0.706 -3.503 -1.183  -1.101
C -0.330 -0.141 -1.560  0.199
H 0.412 3.304 -1.882  0.558
H 3.622 1.266 -2.292  0.475
H -4.956 2.797 0.565  0.500
O -0.363 2.521 -0.136  0.435
C -3.087 -0.206 1.991  1.336
C 1.508 5.977 0.406  -0.982
H -3.508 1.055 -2.023  0.331
C 1.810 -3.400 2.400  0.169
H 4.326 -5.772 4.109  0.412
Re -0.477 0.217 0.655  0.968
N -0.304 -2.309 2.395  -1.669
H -1.306 -1.082 -4.368  0.275
C 3.906 -4.619 2.376  -0.856
C 0.350 5.003 2.678  -0.830
H 3.467 -1.762 -1.729  0.419
H 0.439 0.764 -4.549  0.381
Si -1.221 -1.824 -1.952  0.621
Si -1.027 1.331 -2.572  0.893
C -5.071 1.149 1.954  -0.415
H 2.232 2.312 -2.308  0.279
H 1.939 6.775 1.003  0.379
C 2.442 -4.751 4.284  -0.796
N -2.483 0.588 1.057  0.133
H 0.312 2.499 -4.372  0.496
H 0.054 -2.160 -4.097  0.319
C 0.908 1.407 3.154  0.089
C 1.542 -3.910 3.675  -0.673
C -2.299 -1.291 2.438  -1.269
H -1.002 1.594 -5.073  0.455
C 0.866 -2.499 1.757  0.586
S 1.507 4.455 1.392  0.097
O 3.313 -3.272 0.535  -0.664
C 2.574 1.319 -2.581  -1.381
H -1.273 3.686 -1.565  0.504
C 3.623 -5.105 3.633  -0.368
H 4.814 -4.881 1.857  0.486
C -0.523 2.888 -1.508  -0.851
H 0.490 6.222 0.115  0.282
C 2.961 0.428 0.654  -1.075
H 0.308 3.094 0.295  -0.534
H -1.571 -2.810 -4.228  0.457
Si 1.601 -0.080 -1.705  0.360
C -4.384 0.068 2.453  -1.056
H 2.121 5.802 -0.470  0.343
C -3.177 1.627 0.576  -0.327
C 3.012 -3.749 1.747  0.340
H -3.658 -1.161 -2.238  0.382
H 2.542 1.248 -3.661  0.398
C 2.488 -1.692 -2.195  -1.407
N -1.090 -1.398 1.933  1.179
C -3.092 -1.745 -1.524  -1.008
H 3.731 -0.164 0.162  0.419

=====

No. 2
Computed, not measured: a structure of composition C20H17Cl7N4NiO4, with ωB97M-V with the def2-TZVPD basis set.

As for the energy relative to the best compared isomer or geometry (same formula, charge and spin): 38.0 kJ/mol. The calculation puts the total energy at -6022.01628 hartree.

Each line ends with the natural charge from an NBO analysis.
Positions of all 53 atoms, in Å:
C -1.747 2.316 0.539  -0.245
C 3.602 -4.411 0.232  -0.173
O 1.587 2.267 -1.722  -0.685
N 0.185 0.600 -1.061  -0.647
O 0.611 -2.569 -0.791  -0.708
C -1.501 -0.104 -2.642  -0.396
O 0.871 -2.778 1.943  -0.616
H 2.412 -3.912 2.468  0.147
Cl 1.609 0.243 2.425  0.047
H -1.222 1.430 0.886  0.260
C -2.771 0.160 3.425  -0.172
C -2.229 -0.760 2.531  0.004
C -0.922 0.676 -3.572  0.086
C 0.774 2.254 -4.327  -0.416
C -0.575 1.106 3.738  -0.110
H 4.091 -4.763 1.131  0.225
H -2.347 -0.735 -2.866  0.234
C 0.696 1.460 -1.979  0.756
N 0.164 1.438 -3.287  -0.425
N 0.471 3.476 0.874  -0.827
Cl -3.281 -1.920 1.787  0.029
H -1.214 4.354 0.077  0.199
H -1.282 0.734 -4.592  0.207
C 1.870 -3.448 1.634  0.428
H 1.178 1.621 -5.117  0.201
C -1.941 1.112 4.017  -0.133
Ni -0.193 -1.786 0.735  1.049
Cl 5.629 -5.551 -1.146  -0.005
O -1.372 -0.940 -0.468  -0.732
Cl -4.476 0.211 3.715  0.033
H -3.638 1.519 1.042  0.446
H 1.578 2.823 -3.871  0.259
Cl 0.451 2.271 4.482  0.063
C -0.961 3.606 0.832  -0.241
C -0.864 -0.161 -1.350  0.618
Cl 1.558 -2.938 -3.512  0.017
C 1.711 -3.202 -0.818  0.406
C -0.076 0.176 2.824  -0.088
C -0.886 -0.754 2.176  -0.298
H 3.944 -4.399 -3.124  0.241
H -1.307 4.011 1.794  0.178
H -3.615 3.180 1.010  0.424
H -2.938 2.345 2.273  0.450
C 2.335 -3.504 -2.075  -0.096
H -1.976 2.177 -0.515  0.221
C 3.503 -4.200 -2.157  -0.189
H 0.764 2.783 1.553  0.362
C 4.143 -4.662 -0.989  -0.098
C 2.396 -3.679 0.337  -0.247
H 0.862 3.184 -0.020  0.406
H 0.042 2.940 -4.753  0.193
N -3.081 2.349 1.258  -0.682
Cl -2.620 2.355 5.012  0.040

=====

No. 3
Computed, not measured: a structure of composition C40H46CsF6N7O7PSi3 at a distorted geometry, with ωB97M-V with the def2-TZVPD basis set.

As for the energy relative to the best compared isomer or geometry (same formula, charge and spin): 0.0 kJ/mol. Its expectation value of S² is 0.7531. Its multiplicity is 2. Its net charge is -2. The calculation puts the total energy at -4291.44908 hartree.

Each line ends with the Mulliken charge.
Positions of all 111 atoms, in Å:
C -4.921 1.932 -2.972  -1.017
O -2.584 -8.155 1.910  -0.643
C -2.475 6.174 -0.026  -0.624
H 2.241 3.076 -1.562  0.348
Si 2.770 -0.961 2.656  -0.030
H 0.595 -1.720 3.661  0.368
C 0.382 0.741 4.671  -0.785
C -0.119 6.510 -0.127  -0.868
C 3.837 -1.811 1.360  -0.480
F -1.989 -1.117 1.386  -0.567
C 2.480 0.840 2.314  0.315
C 1.968 -5.310 0.673  -1.005
N 0.604 -3.820 -0.594  -0.093
Cs -1.657 0.732 -0.439  1.233
C -1.019 1.669 -4.617  0.184
H -4.302 0.177 -1.929  0.268
C -2.839 -5.863 0.532  -0.804
O 0.841 0.403 -7.163  -0.699
H 4.796 1.806 -0.861  0.386
O -3.205 2.699 -0.239  -0.678
H -5.151 3.751 -4.093  0.363
N -0.877 0.953 -5.734  -0.537
C 2.730 -1.284 -2.983  -0.313
H 0.669 2.353 -1.884  -0.041
C -2.267 4.849 -0.411  0.343
C 1.223 -0.084 -4.902  0.388
H -0.168 1.430 5.320  0.404
H 4.325 3.563 1.708  0.354
H 4.456 -0.729 -4.146  0.379
H 3.173 -0.697 5.121  0.287
C 3.437 3.523 1.068  -1.268
N 0.606 -0.635 -3.860  -0.230
F -4.197 -1.681 1.290  -0.386
H -1.521 8.037 0.458  0.376
Si 2.952 1.730 0.759  0.508
C -4.030 0.925 -2.668  0.283
H 3.412 -1.697 0.360  -0.487
O 1.597 1.642 -0.175  0.588
H -0.371 1.890 1.748  -0.408
F -4.170 -2.297 3.503  -0.394
C 0.869 -5.972 1.145  -0.626
N -1.833 -2.874 -1.373  -0.227
C 1.784 -4.232 -0.202  -0.387
C 1.668 2.142 -1.516  -0.542
H 0.806 -1.698 -2.107  0.550
H -5.075 -4.837 -0.594  0.378
C -0.415 -5.559 0.738  1.304
C -1.785 -4.005 -0.649  -0.281
H 0.393 3.464 1.790  -0.018
C -0.490 -4.460 -0.145  -0.503
H -0.355 0.114 4.167  -0.040
C 0.372 0.511 -6.030  0.131
H 3.864 -2.881 1.592  0.372
C -2.935 -4.747 -0.347  1.471
N -1.705 -7.323 2.037  1.001
N -1.049 4.366 -0.675  0.289
C 2.406 2.993 4.458  -1.204
P -3.088 -1.702 2.469  1.476
H -3.494 6.497 0.133  0.472
H 2.828 3.779 3.830  0.307
H 0.984 -6.801 1.823  0.447
H 2.967 -5.608 0.966  0.411
H -2.874 3.548 -5.118  0.451
C -3.251 2.806 -4.427  -0.620
C -4.170 -4.293 -0.838  -0.717
H -2.987 -1.557 -2.410  1.104
H 3.914 -2.176 4.500  0.315
H 3.709 3.981 0.113  0.378
C -3.471 3.896 -0.509  -0.109
C 1.151 -1.889 2.740  -0.224
H -0.778 3.013 3.039  0.589
C -3.001 -2.468 -1.818  -0.804
H 0.959 4.774 -0.786  0.311
H 0.770 7.119 -0.023  0.427
H 4.187 0.156 -0.756  0.198
C -2.425 1.744 -4.064  0.325
H 1.356 -2.961 2.666  0.330
O -0.161 2.348 -4.026  -0.719
H -3.733 -6.399 0.814  0.484
Si 1.347 1.794 3.458  0.348
C 3.721 -1.122 4.278  -1.107
H 3.292 -1.759 -2.189  0.483
H 0.482 -1.627 1.915  -0.167
C -4.205 -3.152 -1.584  -1.012
C 4.434 1.041 -0.168  -1.248
H 0.995 0.106 5.314  0.297
C 3.374 -0.710 -4.072  -0.741
H -5.874 1.990 -2.467  0.324
H 4.685 -0.611 4.208  0.284
O -4.555 4.416 -0.820  -0.788
H 2.637 -3.690 -0.597  0.561
F -1.941 -1.717 3.613  -0.414
H 1.801 3.468 5.236  0.352
H 3.039 0.333 -5.941  0.466
H 2.658 4.134 1.524  0.336
H -5.132 -2.748 -1.967  0.444
H 4.863 -1.441 1.341  0.433
F -2.660 -3.209 2.049  -0.213
F -3.471 -0.193 2.875  -0.384
C -4.509 2.909 -3.867  -0.316
C 0.045 2.646 2.420  -0.363
C -1.657 -6.217 1.069  0.075
H 5.253 0.793 0.512  0.316
C -1.388 7.010 0.136  -0.366
O -0.877 -7.354 2.926  -0.621
H 3.232 2.471 4.949  0.287
C 2.608 -0.108 -5.053  -0.404
H 2.129 1.407 -2.174  -0.167
C 1.345 -1.228 -2.924  -0.214
C -0.014 5.191 -0.543  -0.049
N -2.798 0.818 -3.176  0.052

=====

No. 4
Computed, not measured: the ion C2H3O3Si with charge -1 at a distorted geometry, with ωB97M-V with the def2-TZVPD basis set.

As for the energy relative to the best compared isomer or geometry (same formula, charge and spin): 89.4 kJ/mol. The SMILES is O=C([O-])C(=O)[SiH3]. Its net charge is -1. The calculation puts the total energy at -593.21290 hartree.

Each line ends with the natural charge from an NBO analysis.
Positions of all 9 atoms, in Å:
C -0.698 0.203 0.575  0.084
Si 0.734 0.886 -0.460  0.804
H 0.412 0.010 -1.619  -0.162
O 0.380 -1.504 0.026  -0.718
H 2.040 0.643 0.319  -0.165
C -0.863 -1.275 0.205  0.690
O -1.043 0.644 1.853  -0.641
H 0.956 2.276 -0.968  -0.215
O -1.917 -1.882 0.071  -0.679